Computed, not measured: a 9-piece molecular cluster, C31H84BBr2ClF3NO33P9S overall in a non-equilibrium geometry, with the ωB97M-V functional and the def2-TZVPD basis.

```
166
Properties=species:S:1:pos:R:3:mulliken_charge:R:1
C 3.65076 1.55762 0.76433 -1.193
C 4.11755 0.66823 -0.38186 0.508
C 4.68437 1.40493 -1.59231 -1.415
N 4.10354 -0.58825 -0.36071 -0.127
B 2.83665 -1.47722 -0.40217 0.519
S 1.79934 -1.56102 1.26645 -0.352
C 1.88613 -1.16417 -1.69036 -1.102
C 0.85529 -0.05774 -1.47060 -0.713
C -0.53787 -0.28329 -2.04507 0.891
F -0.52672 0.00794 -3.38652 -0.332
Br -1.27820 -2.01202 -1.68703 0.003
C -1.48325 0.78291 -1.36859 0.334
F -0.87089 1.97322 -1.25323 -0.205
F -1.84388 0.37244 -0.14915 -0.185
Br -3.08753 1.01416 -2.46485 -0.160
P 3.47890 -3.34532 -0.65916 -0.128
O 4.73364 -3.22428 -1.74331 -0.402
Cl 4.42628 -3.93464 1.16257 -0.368
H 3.83321 2.60869 0.54350 0.443
H 4.15467 1.30855 1.69255 0.251
H 2.57231 1.44954 0.88752 0.146
H 4.28582 0.97434 -2.50885 0.300
H 5.76732 1.28154 -1.60627 0.305
H 4.42876 2.46346 -1.58817 0.417
H 2.66566 -0.98677 2.10290 0.014
H 2.55029 -0.84658 -2.49799 0.205
H 1.44908 -2.09926 -2.04382 0.761
H 1.20738 0.83516 -1.99048 0.220
H 0.73953 0.21985 -0.42288 0.145
H 4.76399 -2.29694 -2.03003 0.268
C -1.88760 -7.25342 -2.76879 -0.676
O -3.04715 -7.03110 -1.93231 -0.387
P -2.78765 -6.05538 -0.69131 0.691
O -1.90233 -4.96921 -1.09726 -0.321
O -2.01325 -7.17455 0.23151 -0.323
C -2.27022 -8.57166 0.15587 -0.822
O -3.66085 -5.50250 0.53493 -0.217
C -4.70354 -6.30762 1.10471 -0.654
H -2.09415 -8.15896 -3.33424 0.235
H -1.74623 -6.41361 -3.44276 0.291
H -0.99557 -7.39065 -2.16104 0.341
H -1.45894 -9.06502 -0.38277 0.298
H -3.21035 -8.79881 -0.34466 0.370
H -2.30295 -8.96408 1.17250 0.291
H -4.27802 -7.17573 1.61057 0.260
H -5.41671 -6.63357 0.34689 0.288
H -5.22431 -5.69246 1.83276 0.241
C -3.74270 6.59578 3.38580 -0.750
O -2.89785 5.51022 2.95039 -0.198
P -1.52442 5.93850 2.26891 0.953
O -0.92836 7.07912 2.96215 -0.760
O -2.13185 6.36927 0.80759 -0.372
C -3.32492 5.81472 0.26268 -0.729
O -0.34695 5.03840 1.70509 -0.309
C -0.66849 3.78306 1.06042 -0.471
H -4.74356 6.18691 3.50456 0.312
H -3.39144 6.98942 4.33272 0.306
H -3.76240 7.39054 2.64259 0.356
H -4.13830 6.53856 0.34912 0.288
H -3.62210 4.89277 0.75931 0.350
H -3.15048 5.60819 -0.79308 0.270
H -1.19014 3.96732 0.12330 0.267
H -1.27903 3.15509 1.70908 0.324
H 0.26363 3.26774 0.85309 0.167
C 6.54122 -3.01183 2.83101 -0.786
O 7.32076 -3.20062 4.05806 -0.486
P 8.57925 -2.20423 4.14936 1.081
O 8.04985 -0.89982 3.71519 -0.703
O 9.44873 -2.97808 3.00140 -0.049
C 9.40579 -4.40713 2.85618 -0.893
O 9.88139 -1.69323 4.98585 -0.354
C 10.69083 -2.63632 5.70751 -0.663
H 5.96005 -3.91094 2.67082 0.331
H 5.88676 -2.15470 2.93549 0.406
H 7.20911 -2.86923 1.98356 0.333
H 8.78694 -4.66502 1.99727 0.250
H 9.00629 -4.90010 3.73943 0.484
H 10.42060 -4.75820 2.67280 0.309
H 11.21273 -3.30027 5.01495 0.246
H 10.09418 -3.22736 6.40326 0.284
H 11.42422 -2.06909 6.27471 0.260
C 2.08911 -5.30543 -8.96391 -0.688
O 1.23327 -4.40406 -8.24984 -0.314
P 0.56224 -5.01842 -6.93460 0.852
O 1.51402 -5.87088 -6.22682 -0.753
O -0.59615 -5.90994 -7.68901 -0.362
C -1.14113 -5.56470 -8.95722 -0.789
O -0.39566 -4.35287 -5.86847 0.021
C -1.38238 -3.38328 -6.30520 -0.664
H 2.19241 -4.89869 -9.96799 0.233
H 3.06044 -5.35865 -8.47924 0.263
H 1.64927 -6.30055 -9.01450 0.348
H -0.72510 -6.21933 -9.72691 0.292
H -0.94033 -4.53068 -9.23161 0.377
H -2.21966 -5.71707 -8.91518 0.268
H -2.13886 -3.88300 -6.91117 0.329
H -0.91996 -2.58021 -6.87489 0.326
H -1.85359 -2.96647 -5.42159 0.282
C -2.94354 1.61444 -5.47689 -0.744
O -4.09834 1.43874 -6.35538 -0.438
P -3.63022 0.60093 -7.64938 1.035
O -2.73133 -0.44051 -7.15255 -0.489
O -2.84723 1.85297 -8.37225 -0.371
C -3.25532 3.21175 -8.23096 -0.790
O -4.23888 0.06501 -9.03321 -0.338
C -5.25201 0.81999 -9.71983 -0.636
H -3.17281 2.42903 -4.79918 0.388
H -2.75468 0.70138 -4.93998 0.210
H -2.07023 1.87441 -6.07306 0.367
H -2.58022 3.72708 -7.54581 0.302
H -4.27228 3.30561 -7.85464 0.369
H -3.19065 3.68667 -9.20984 0.287
H -4.83645 1.75567 -10.09607 0.264
H -6.10337 1.02698 -9.07155 0.282
H -5.58995 0.21832 -10.55829 0.241
C 10.45306 -2.02812 0.39274 -0.586
O 9.40092 -2.57182 -0.42395 0.013
P 9.73985 -3.79092 -1.36478 0.867
O 10.66517 -4.72607 -0.71953 -0.764
O 10.47616 -2.95137 -2.56689 -0.421
C 10.18000 -1.58499 -2.84419 -0.672
O 8.77944 -4.64088 -2.29732 -0.310
C 7.67244 -3.99256 -2.96973 -0.428
H 10.12891 -1.03652 0.69858 0.281
H 10.57435 -2.66028 1.26282 0.055
H 11.39419 -1.94605 -0.15232 0.413
H 10.98795 -0.95261 -2.47030 0.284
H 9.24441 -1.26045 -2.39281 0.298
H 10.11446 -1.46677 -3.92583 0.277
H 8.04657 -3.30198 -3.72770 0.264
H 7.03087 -3.46265 -2.26480 0.188
H 7.09068 -4.77092 -3.45281 0.272
C -4.28966 10.25997 7.65651 -0.699
O -5.18461 9.16581 7.93727 -0.333
P -5.94694 8.57766 6.66511 1.050
O -5.05625 8.55198 5.50565 -0.644
O -7.04923 9.79064 6.55789 -0.357
C -7.50764 10.53995 7.68128 -0.797
O -7.02728 7.41918 6.40982 -0.199
C -7.97528 7.13506 7.46791 -0.773
H -4.11986 10.76140 8.60614 0.233
H -3.35285 9.88071 7.25857 0.275
H -4.73959 10.95253 6.94754 0.358
H -7.04037 11.52628 7.67866 0.284
H -7.28726 10.05107 8.62823 0.375
H -8.58590 10.66399 7.58609 0.290
H -8.65965 7.97412 7.59310 0.300
H -7.46877 6.92533 8.40983 0.372
H -8.53816 6.25469 7.17246 0.284
C -6.33496 -0.45500 7.45676 -0.667
O -5.88640 0.88452 7.19094 -0.308
P -6.90889 2.03480 7.59755 0.946
O -7.56586 1.71953 8.86520 -0.767
O -7.92843 1.88366 6.32809 -0.358
C -7.52084 1.39217 5.05034 -0.748
O -6.77512 3.61796 7.52022 -0.163
C -6.06926 4.23675 6.42162 -0.369
H -5.72266 -1.10822 6.83991 0.249
H -6.19493 -0.69137 8.50785 0.266
H -7.38380 -0.57194 7.18866 0.342
H -7.87453 0.36776 4.92335 0.295
H -6.44053 1.40862 4.92194 0.377
H -7.97998 2.01805 4.28629 0.272
H -6.61950 4.09425 5.49073 0.293
H -5.06119 3.83563 6.32086 0.422
H -6.00528 5.29690 6.63200 -0.099
```

Calculated values
DFT total energy	-358448.8661	eV
lowest unoccupied orbital energy	1.305	eV
charge	-1
HOMO	-4.053	eV